# C35H66F6O31Rb

A molecular structure, C35H66F6O31Rb in a non-equilibrium geometry (the ωB97M-V functional and the def2-TZVPD basis, the OMol25 dataset).

Results
Strongest force on any atom, eV/A: 5.4
Total charge: -1
Highest occupied orbital energy, eV: -4.0
Energy relative to the best compared isomer or geometry (same formula, charge and spin), kcal/mol: 101.2

Last column: Löwdin charge in e.
Geometry (Å):
Rb1 -38.48167 -7.62937 6.70243  0.857
C1 -35.96772 -10.26335 7.86876  -0.406
O1 -35.71628 -11.11001 9.01802  -0.088
O2 -37.39744 -10.04036 7.87014  -0.350
C2 -35.02704 -9.06725 7.84410  -0.518
F1 -35.14934 -8.33382 6.69601  0.084
F2 -35.21148 -8.16334 8.84138  0.120
F3 -33.73589 -9.45826 7.83268  0.119
C3 -34.94263 -12.29455 8.90106  -0.262
C4 -34.92040 -13.07706 10.14747  -0.073
H1 -34.47945 -12.55484 10.99656  0.069
H2 -35.89482 -13.46377 10.44590  0.086
H3 -34.28360 -13.95639 10.05068  0.053
H4 -33.93335 -11.96328 8.65674  0.097
H5 -35.32302 -12.91216 8.08745  0.113
H6 -35.77474 -10.83777 6.96272  0.127
C5 -38.35170 -9.51121 2.84346  -0.486
O3 -37.33865 -10.44285 3.14062  -0.093
O4 -39.14039 -9.52259 4.00378  -0.285
C6 -37.91322 -8.20122 2.05160  -0.588
F4 -38.94738 -7.54979 1.46194  0.104
F5 -37.41718 -7.32384 2.91118  0.105
F6 -36.99596 -8.27102 1.10998  0.147
C7 -36.15084 -9.91640 3.78922  -0.252
C8 -35.17070 -11.01400 4.06597  -0.081
H7 -35.56460 -11.80263 4.70707  0.076
H8 -34.74208 -11.50558 3.19262  0.071
H9 -34.31036 -10.51065 4.50706  0.074
H10 -36.38815 -9.48700 4.76257  0.094
H11 -35.71282 -9.16800 3.12881  0.108
H12 -38.97438 -10.00479 2.09731  0.121
C9 -31.25076 -12.60058 6.86718  -0.012
O5 -31.81340 -13.00668 5.63275  0.038
C10 -32.69996 -13.95007 5.66520  -0.534
O6 -32.96548 -14.64973 6.64111  0.106
O7 -33.17873 -14.10990 4.35807  -0.036
C11 -34.15596 -15.08224 4.08953  -0.057
H13 -30.31722 -12.03857 6.89443  0.093
H14 -31.06612 -13.52996 7.40594  0.086
H15 -31.99768 -12.04853 7.43767  0.089
H16 -34.56651 -14.82883 3.11212  0.103
H17 -34.89957 -15.00601 4.88282  0.072
H18 -33.74760 -16.08666 4.20133  0.090
C12 -31.18534 -15.19885 9.86836  -0.022
O8 -31.07646 -16.13128 8.74502  -0.046
C13 -32.10968 -17.07063 8.51658  -0.513
O9 -33.17537 -17.17089 9.12243  0.093
O10 -31.78387 -17.86002 7.49273  -0.007
C14 -32.61224 -18.89522 6.98928  -0.044
H19 -31.02951 -15.86772 10.71478  0.092
H20 -32.15657 -14.70883 9.93687  0.079
H21 -30.42234 -14.43171 10.00038  0.077
H22 -33.68219 -18.75734 7.14515  0.087
H23 -32.33557 -19.84261 7.45190  0.093
H24 -32.48828 -19.01640 5.91315  0.092
C15 -27.46585 -13.02156 9.30443  -0.014
O11 -28.76774 -12.39874 9.16709  -0.008
C16 -28.87450 -11.10427 9.09460  -0.635
O12 -27.88140 -10.36553 8.97384  0.086
O13 -30.13328 -10.79225 9.13671  -0.009
C17 -30.62512 -9.49414 9.14106  -0.032
H25 -26.71264 -12.51057 9.90414  0.094
H26 -27.06385 -13.09546 8.29396  0.096
H27 -27.55049 -14.04068 9.68169  0.088
H28 -31.68326 -9.49781 9.40266  0.094
H29 -30.56632 -9.04887 8.14790  0.104
H30 -30.01580 -8.86449 9.78942  0.105
C18 -35.80387 -5.33724 5.32161  -0.064
O14 -36.21000 -4.26100 6.07251  0.013
C19 -36.78038 -4.48710 7.25730  -0.518
O15 -36.69475 -5.54755 7.88585  0.020
O16 -37.52491 -3.35902 7.58752  -0.033
C20 -38.58868 -3.34364 8.60616  -0.003
H31 -34.90191 -5.72748 5.79308  0.101
H32 -35.48480 -5.07167 4.31376  0.112
H33 -36.47697 -6.19452 5.33255  0.055
H34 -38.78106 -2.27773 8.72828  0.094
H35 -38.46498 -3.89363 9.53907  0.092
H36 -39.40141 -3.82342 8.06083  0.089
C21 -30.92634 -3.56544 8.95742  -0.050
O17 -31.72178 -4.70036 9.29993  0.039
C22 -32.82148 -4.47765 9.96336  -0.624
O18 -33.31875 -3.36497 10.22329  0.075
O19 -33.39366 -5.60420 10.26518  0.036
C23 -34.59539 -5.55922 10.99512  -0.030
H37 -31.38789 -2.73626 8.42119  0.092
H38 -30.14860 -3.75015 8.21640  0.089
H39 -30.44317 -3.13295 9.83354  0.097
H40 -34.68299 -4.81221 11.78405  0.104
H41 -34.90210 -6.57351 11.25056  0.083
H42 -35.32932 -5.21892 10.26461  0.082
C24 -28.01283 -10.34025 14.85864  0.012
O20 -28.89251 -10.66104 13.72858  0.016
C25 -30.10146 -11.08609 13.77857  -0.584
O21 -30.69609 -11.42291 14.82914  0.063
O22 -30.64817 -11.09416 12.53042  -0.022
C26 -31.79580 -11.89847 12.28489  -0.012
H43 -27.12186 -9.81873 14.50895  0.094
H44 -27.67688 -11.23884 15.37611  0.089
H45 -28.60911 -9.81788 15.60676  0.095
H46 -32.13370 -11.66120 11.27612  0.091
H47 -32.59041 -11.52537 12.93103  0.084
H48 -31.46044 -12.92983 12.39408  0.093
C27 -35.21996 -10.98512 14.11366  -0.014
O23 -35.35112 -9.84573 13.21294  -0.026
C28 -36.31030 -9.70753 12.29592  -0.607
O24 -37.10604 -10.60318 12.05346  0.116
O25 -36.21057 -8.50426 11.77341  -0.015
C29 -37.28535 -8.04093 10.92532  -0.009
H49 -35.36617 -11.87687 13.50416  0.079
H50 -36.05279 -10.99408 14.81681  0.094
H51 -34.20143 -11.01410 14.50077  0.083
H52 -37.50763 -8.90694 10.30184  0.087
H53 -36.90457 -7.19539 10.35247  0.067
H54 -38.13570 -7.72555 11.52992  0.097
C30 -31.73300 -14.91761 14.72472  -0.049
O26 -32.53347 -14.79844 13.59377  -0.023
C31 -33.54023 -15.62445 13.42245  -0.607
O27 -33.76532 -16.66381 14.08936  0.082
O28 -34.12761 -15.22157 12.34998  0.012
C32 -35.20635 -15.96958 11.85758  -0.032
H55 -31.27124 -15.89757 14.84539  0.100
H56 -32.38961 -14.65924 15.55551  0.107
H57 -30.94393 -14.16762 14.67017  0.081
H58 -34.80945 -16.92556 11.51602  0.100
H59 -35.63399 -15.47609 10.98483  0.070
H60 -35.98201 -16.14273 12.60355  0.106
C33 -36.18938 -15.89277 7.46753  -0.016
O29 -37.60428 -16.15817 7.59558  -0.010
C34 -38.50251 -15.17936 7.75165  -0.554
O30 -38.21085 -13.96792 7.85134  0.109
O31 -39.69731 -15.73380 7.89209  -0.002
C35 -40.88243 -15.02723 8.08812  -0.059
H61 -36.07058 -15.02270 6.82180  0.072
H62 -35.61536 -16.72837 7.06706  0.091
H63 -35.81525 -15.45638 8.39365  0.080
H64 -41.19748 -14.34512 7.29847  0.102
H65 -40.79564 -14.53308 9.05579  0.101
H66 -41.72807 -15.71061 8.16551  0.087